Record 1
# CH7NS

2 unconnected molecules or ions with the total composition CH7NS (ωB97M-V/def2-TZVPD, the Open Molecules 2025 dataset).

```
10
Properties=species:S:1:pos:R:3:forces:R:3:nbo_charge:R:1
C -0.965409 0.068473 1.412753 0.06 0.29 -0.03 -0.728
S -0.677693 0.973888 -0.137153 0.00 0.04 0.04 -0.092
H -1.543721 0.729107 2.061982 0.08 -0.09 -0.08 0.223
H -1.536524 -0.832559 1.237096 -0.07 -0.21 0.00 0.208
H -0.024799 -0.164703 1.906096 -0.02 0.00 0.01 0.214
N 1.890382 -1.393047 -1.040072 0.12 0.02 0.10 -1.072
H 0.319294 0.204193 -0.613252 -0.05 0.01 0.05 0.160
H 2.239059 -1.642452 -1.956965 -0.08 -0.02 -0.06 0.365
H 2.688775 -1.411448 -0.415349 -0.04 0.03 0.02 0.362
H 1.260627 -2.125892 -0.737684 0.01 -0.08 -0.05 0.362
```
Forces are in eV/Å.

Summary:
Relative energy (zero: lowest compared OMol25 entry of this formula, charge and spin) ... 0.0 kJ/mol
M ... 65.1 g/mol
2S+1 ... 1
Largest force on an atom ... 0.3 eV/Å
Calculated total energy ... -13475.8167 eV
Orbital gap ... 9.5003 eV
Structure (SMILES) ... CS.N


Record 2
# CH7NSi

2 unconnected molecules or ions with the total composition CH7NSi (ωB97M-V/def2-TZVPD, the Open Molecules 2025 dataset).

```
10
Properties=species:S:1:pos:R:3:forces:R:3:nbo_charge:R:1
C -0.983648 0.233863 1.043763 -0.42 0.83 2.71 -0.474
N 0.157682 -0.449468 0.512376 2.65 0.92 -1.23 -0.862
Si 0.562200 -0.454640 -1.237808 2.20 -0.26 2.58 1.086
H -1.082327 1.295578 0.869325 0.32 0.61 -0.79 0.181
H -2.059882 -0.113106 0.776108 2.07 -0.42 0.50 0.224
H -0.709839 0.249267 2.162231 -1.59 -0.38 -1.18 0.199
H 1.638460 0.531911 0.872313 -3.39 -2.09 -0.76 0.238
H -0.218132 -1.134448 -2.182409 -1.31 -0.85 -0.77 -0.193
H 1.944806 -1.047903 -1.229393 -0.47 -0.01 -0.16 -0.183
H 0.750680 0.888946 -1.586506 -0.05 1.65 -0.88 -0.216
```
Forces are in eV/Å.

Summary:
Relative energy (zero: lowest compared OMol25 entry of this formula, charge and spin) ... 463.6 kJ/mol
M ... 61.2 g/mol
2S+1 ... 1
Largest force on an atom ... 4.1 eV/Å
Calculated total energy ... -10513.6004 eV
Orbital gap (spin up / spin down) ... 8.5391 / 8.3214 eV


Record 3
# CH7O3

3 unconnected molecules or ions with the total composition CH7O3 (ωB97M-V/def2-TZVPD, the Open Molecules 2025 dataset).

```
11
Properties=species:S:1:pos:R:3:forces:R:3:lowdin_spin:R:1
C 0.624186 1.324363 0.296626 -0.28 0.74 -1.06 0.070
O 0.267343 0.004827 0.021590 -0.53 1.95 -0.37 0.658
H 0.386850 2.009159 -0.601699 0.20 -1.25 0.79 0.051
H 0.133584 1.808273 1.135981 -0.40 -0.37 0.28 0.001
H 1.693851 1.431210 0.421084 0.49 -0.20 -0.09 0.020
H -1.675746 0.655165 -2.111246 -0.55 0.01 -0.63 0.000
H -1.848926 0.112498 -0.803772 -0.71 -0.41 0.23 0.001
O -2.392803 0.254165 -1.597848 1.27 0.34 0.41 0.007
H 1.063772 -1.776332 2.059027 0.33 -0.16 -0.05 0.001
H 0.856722 -0.956512 0.743552 1.92 -1.96 0.86 0.020
O 1.561842 -1.603526 1.244508 -1.73 1.31 -0.37 0.170
```
Forces are in eV/Å.

Summary:
Relative energy (zero: lowest compared OMol25 entry of this formula, charge and spin) ... 44.9 kJ/mol
M ... 67.1 g/mol
2S+1 ... 2
Largest force on an atom ... 2.9 eV/Å
Calculated total energy ... -7289.7998 eV
Orbital gap (spin up / spin down) ... 12.0533 / 7.8964 eV


Record 4
# CH7O5

4 unconnected molecules or ions with the total composition CH7O5 (ωB97M-V/def2-TZVPD, the Open Molecules 2025 dataset).

```
13
Properties=species:S:1:pos:R:3:forces:R:3:nbo_charge:R:1
O 0.920178 0.222777 -1.400655 0.01 -0.50 -0.41 -0.783
C -0.057841 0.638155 -0.768242 0.26 0.96 1.47 0.646
O -0.337463 0.454053 0.462374 -0.24 -0.36 -0.89 -0.852
H -0.695919 1.407904 -1.278762 -0.19 -0.33 -0.10 0.011
H -1.408262 0.977725 3.236156 0.27 -0.33 1.00 0.456
H -1.635500 1.229476 1.875036 0.44 -0.14 -2.12 0.500
O -2.013767 1.475567 2.702083 -0.58 0.45 0.92 -0.966
H -1.110037 -2.667510 1.348514 -0.83 -0.51 0.93 0.447
H -1.192195 -1.348155 1.329679 1.51 4.61 -1.88 0.487
O -1.620750 -1.972956 1.819863 -0.58 -3.88 0.88 -0.940
H 3.573719 0.346661 -3.451671 -0.08 0.58 -0.08 0.453
H 2.346355 -0.302918 -2.783982 -0.99 0.50 0.69 0.513
O 3.231484 -0.460775 -3.090396 0.99 -1.05 -0.42 -0.972
```
Forces are in eV/Å.

Summary:
Charge ... -1
Relative energy (zero: lowest compared OMol25 entry of this formula, charge and spin) ... 81.9 kJ/mol
M ... 99.1 g/mol
2S+1 ... 1
Largest force on an atom ... 5.2 eV/Å
Calculated total energy ... -11390.0366 eV
Orbital gap ... 8.9816 eV


Record 5
# CH8N2

2 unconnected molecules or ions with the total composition CH8N2 (ωB97M-V/def2-TZVPD, the Open Molecules 2025 dataset).

```
11
Properties=species:S:1:pos:R:3:forces:R:3:nbo_charge:R:1
C 1.722992 0.878266 1.043367 0.42 0.22 0.31 -0.413
H -1.966517 -1.793303 -2.090437 -0.19 0.59 0.82 0.364
H -2.549619 -1.571179 -0.523436 0.26 0.26 -0.68 0.362
H -2.373670 -0.251193 -1.552597 0.31 -0.99 0.28 0.368
H 2.564122 1.180865 0.394759 -0.37 -0.04 0.24 0.188
H 1.571626 1.689265 1.785034 0.04 -0.44 -0.44 0.188
H 2.058992 -0.025694 1.590643 -0.18 0.30 -0.11 0.160
H 0.690960 -0.072452 -0.411897 -0.32 -0.07 -0.09 0.360
H -0.271720 0.436437 0.807171 0.24 -0.04 -0.24 0.351
N -1.971911 -1.163828 -1.269347 -0.34 0.14 -0.41 -1.093
N 0.524747 0.692818 0.226740 0.13 0.08 0.31 -0.834
```
Forces are in eV/Å.

Summary:
Relative energy (zero: lowest compared OMol25 entry of this formula, charge and spin) ... 0.0 kJ/mol
M ... 48.1 g/mol
2S+1 ... 1
Largest force on an atom ... 1.1 eV/Å
Calculated total energy ... -4146.7346 eV
Orbital gap ... 10.0427 eV
Structure (SMILES) ... CN.N


Record 6
# CH8N2O3

3 unconnected molecules or ions with the total composition CH8N2O3 (ωB97M-V/def2-TZVPD, the Open Molecules 2025 dataset).

```
14
Properties=species:S:1:pos:R:3:forces:R:3:lowdin_spin:R:1
N -1.383001 -1.052388 -0.300102 0.61 -0.34 0.18 -0.005
C -1.106960 0.065758 -1.072635 -2.21 1.99 0.07 0.000
N 0.282046 -0.108785 -1.319520 0.12 -2.35 0.34 0.006
O -1.321174 1.187631 -0.270568 -0.01 -0.39 0.16 -0.002
H -1.696253 0.136787 -1.998438 0.45 0.04 -0.03 0.000
H -2.124195 -1.650997 -0.721211 0.63 -0.23 -0.29 0.000
H 0.514984 -0.554790 -2.202257 -0.12 0.26 -0.42 0.000
H 0.811273 -0.614086 -0.587712 0.01 0.82 0.33 0.000
H 0.720887 1.330112 1.146629 -0.27 0.33 0.34 0.000
H 3.235516 -0.920635 1.273804 -0.11 0.03 -0.11 0.015
O 2.443023 -0.798479 0.710664 0.43 -0.26 -0.16 0.914
H 1.365228 0.115245 1.694022 -0.12 -0.24 0.55 0.007
H -2.177743 1.127171 0.209345 0.49 0.23 -0.37 0.000
O 0.649299 0.730656 1.902619 0.12 0.12 -0.60 0.066
```
Forces are in eV/Å.

Summary:
Charge ... +1
Relative energy (zero: lowest compared OMol25 entry of this formula, charge and spin) ... 575.4 kJ/mol
M ... 96.1 g/mol
2S+1 ... 2
Largest force on an atom ... 3.0 eV/Å
Calculated total energy ... -10275.0322 eV
Orbital gap (spin up / spin down) ... 5.6704 / 5.5879 eV